Record 1
ORCA calculation (ωB97M-V with the def2-TZVPD basis set) on an isolated molecule of C19H25NO2.

Each line ends with the Mulliken charge.
Atoms and positions in Å:
C  -0.726  -3.315  1.708  -1.017
C  -0.876  -3.338  0.214  -0.684
N  0.202  -2.592  -0.468  0.535
C  1.577  -3.246  -0.439  -0.643
C  2.302  -3.313  -1.796  -1.244
C  0.130  -1.105  -0.369  -0.943
C  -1.071  -0.502  -1.150  0.584
C  -1.178  -0.910  -2.636  -1.632
O  -0.935  0.939  -0.969  -0.347
C  -1.666  1.464  0.057  0.300
C  -3.079  1.583  -0.129  -0.426
C  -3.848  2.238  0.846  -0.480
C  -3.307  2.717  2.046  -0.629
C  -1.910  2.506  2.243  -0.503
C  -1.098  1.890  1.272  0.405
O  0.229  1.662  1.607  -0.469
C  1.245  2.318  0.930  0.740
C  1.066  3.269  -0.091  -0.284
C  2.148  3.873  -0.678  -0.688
C  3.452  3.555  -0.290  -0.434
C  3.657  2.608  0.708  -0.502
C  2.565  1.944  1.283  -0.498
H  0.265  -3.616  1.993  0.279
H  -1.460  -3.998  2.110  0.438
H  -0.928  -2.295  2.098  0.194
H  -0.915  -4.344  -0.147  0.562
H  -1.822  -2.872  -0.009  0.226
H  1.400  -4.304  -0.159  0.439
H  2.193  -2.763  0.313  0.331
H  1.662  -3.868  -2.497  0.282
H  3.237  -3.885  -1.674  0.408
H  2.511  -2.302  -2.179  0.291
H  1.071  -0.640  -0.749  0.354
H  -0.011  -0.839  0.678  0.171
H  -2.022  -0.863  -0.740  0.309
H  -2.217  -0.732  -2.996  0.349
H  -0.978  -1.980  -2.782  0.340
H  -0.539  -0.337  -3.298  0.331
H  -3.619  1.228  -1.025  0.398
H  -4.929  2.358  0.634  0.335
H  -3.953  3.166  2.791  0.406
H  -1.520  2.778  3.223  0.439
H  0.078  3.518  -0.398  0.469
H  1.976  4.664  -1.434  0.323
H  4.278  4.059  -0.775  0.379
H  4.654  2.415  1.062  0.389
H  2.713  1.206  2.061  0.417

Its SMILES is CCN(CC)C[C@H](C)Oc1ccccc1Oc1ccccc1. Its charge is 0. Its frontier orbital gap is 8.80 eV. The total energy is -944.17250 Eh. The LUMO energy comes out at 0.9 eV. As for the HOMO energy: -7.94 eV.

---

Record 2
ORCA calculation (ωB97M-V with the def2-TZVPD basis set) on an isolated molecule of C16H14F3N3O3S2.

Each line ends with the Mulliken charge.
Atoms and positions in Å:
O  0.083  1.005  1.381  -0.578
C  -0.242  0.296  0.505  0.529
N  0.599  -0.733  0.156  -0.018
C  1.476  -1.456  0.861  0.978
C  1.918  -2.661  0.317  -0.732
C  3.050  -3.273  0.800  -0.511
C  3.804  -2.750  1.900  0.110
S  5.187  -3.692  2.716  1.067
O  6.205  -2.723  3.292  -0.591
O  5.876  -4.522  1.680  -0.616
C  4.486  -4.803  4.213  0.674
F  4.084  -3.886  5.176  -0.239
F  5.507  -5.369  4.900  -0.194
F  3.492  -5.653  3.943  -0.192
C  3.392  -1.493  2.408  -0.692
C  2.144  -0.925  2.082  -0.352
C  -1.455  0.767  -0.214  0.451
C  -1.625  0.515  -1.517  -0.379
C  -2.734  1.174  -2.337  -0.710
N  -3.187  2.487  -1.878  0.140
C  -3.589  3.420  -2.922  0.420
N  -4.052  3.050  -4.063  -0.497
C  -4.235  4.076  -4.888  -0.598
C  -4.036  5.308  -4.311  -0.155
S  -3.430  5.097  -2.724  -0.131
C  -2.984  2.871  -0.443  -0.712
C  -2.531  1.718  0.414  -1.141
H  0.274  -1.271  -0.607  0.049
H  1.409  -2.936  -0.664  0.252
H  3.317  -4.255  0.348  0.354
H  3.745  -1.200  3.335  0.388
H  1.845  -0.056  2.730  0.331
H  -0.765  -0.016  -2.085  0.199
H  -2.413  1.228  -3.351  0.472
H  -3.608  0.482  -2.244  0.177
H  -4.743  3.968  -5.822  0.372
H  -4.330  6.325  -4.612  0.370
H  -2.308  3.623  -0.288  0.496
H  -3.935  3.181  -0.114  0.423
H  -2.240  1.955  1.412  0.420
H  -3.449  1.125  0.517  0.365

Its SMILES is O=C(Nc1ccc(S(=O)(=O)C(F)(F)F)cc1)C1=CCN(c2nccs2)CC1. Its charge is 0. Its frontier orbital gap is 7.80 eV. The total energy is -2103.91573 Eh. The LUMO energy comes out at -0.5 eV. As for the HOMO energy: -8.29 eV.

---

Record 3
ORCA calculation (ωB97M-V with the def2-TZVPD basis set) on a cluster of 2 separate species, C3H3ClO2 in total.

Each line ends with the Mulliken charge.
Atoms and positions in Å:
C  0.348  0.806  -0.095  0.445
C  -2.051  -1.090  -0.105  0.237
C  1.669  0.156  0.103  -0.766
O  -0.320  1.798  -0.150  -0.318
O  -2.483  -2.180  -0.308  -0.303
Cl  -3.121  0.409  0.136  -0.158
H  2.518  0.813  -0.453  0.283
H  1.538  -0.826  -0.247  0.275
H  1.902  0.113  1.118  0.305

Its charge is 0. Its frontier orbital gap (spin up / spin down) is 8.88 / 6.05 eV. The total energy is -726.64631 Eh. The LUMO energy (spin up / spin down) comes out at -0.1 / -1.5 eV. As for the HOMO energy (spin up / spin down): -8.93 / -7.50 eV.

---

Record 4
ORCA calculation (ωB97M-V with the def2-TZVPD basis set) on an isolated molecule of C3H5N3.

Each line ends with the Mulliken charge.
Atoms and positions in Å:
C  0.693  -0.971  -0.580  -0.859
N  0.330  -0.027  0.510  -0.116
C  -0.979  -0.107  1.001  -0.050
N  -1.684  0.925  0.676  -0.343
N  -0.854  1.785  -0.051  -0.403
C  0.305  1.224  -0.078  0.003
H  -0.178  -1.065  -1.242  0.324
H  0.999  -1.929  -0.176  0.283
H  1.505  -0.551  -1.187  0.326
H  -1.349  -0.891  1.653  0.394
H  1.212  1.608  -0.525  0.441

Its SMILES is Cn1cnnc1. Its charge is 0. Its frontier orbital gap is 10.95 eV. The total energy is -281.52995 Eh. The LUMO energy comes out at 0.7 eV. As for the HOMO energy: -10.25 eV.

---

Record 5
ORCA calculation (ωB97M-V with the def2-TZVPD basis set) on a cluster of 2 separate species, C4H7BrO in total.

Each line ends with the Mulliken charge.
Atoms and positions in Å:
C  -2.065  1.030  0.315  -0.274
C  -0.705  1.018  -0.398  -0.353
C  1.251  -1.428  0.048  -0.946
C  2.138  -0.612  -0.737  -0.184
O  -0.842  0.657  0.951  -0.387
Br  3.418  0.339  0.189  -0.037
H  -2.488  1.944  0.647  0.272
H  -2.704  0.220  -0.024  0.225
H  -0.090  1.890  -0.812  0.232
H  0.495  -0.920  0.672  0.355
H  1.516  -2.177  0.738  0.487
H  0.563  -2.037  -0.555  0.382
H  -0.487  0.077  -1.036  0.229

Its charge is 0. Its frontier orbital gap is 7.90 eV. The total energy is -2805.65374 Eh. The LUMO energy comes out at -0.5 eV. As for the HOMO energy: -8.41 eV.

---

Record 6
ORCA calculation (ωB97M-V with the def2-TZVPD basis set) on a cluster of 8 separate species, C32H54N2O22 in total.

Each line ends with the Mulliken charge.
Atoms and positions in Å:
C  -1.385  -6.837  3.443  -0.914
C  -0.429  -5.550  3.319  -0.482
C  -1.180  -4.182  3.568  -0.541
O  -1.790  -3.628  2.360  -0.321
C  -3.030  -4.267  2.181  0.570
C  -3.122  -5.300  1.104  -0.308
N  -4.234  -6.028  0.827  -0.566
C  -5.277  -5.686  1.685  0.492
C  -6.574  -6.441  1.535  -0.455
C  -7.749  -6.172  2.371  -0.357
C  -7.671  -5.072  3.414  -0.461
C  -6.415  -4.359  3.544  -0.330
C  -5.190  -4.639  2.719  0.232
N  -4.046  -3.892  2.993  -0.573
H  -1.067  -7.518  4.272  0.337
H  -2.459  -6.527  3.606  0.242
H  -1.385  -7.369  2.443  0.241
H  0.179  -5.567  2.376  0.289
H  0.311  -5.657  4.174  0.312
H  -0.401  -3.464  3.971  0.320
H  -1.937  -4.321  4.392  0.373
H  -2.202  -5.514  0.495  0.437
H  -6.688  -7.252  0.776  0.360
H  -8.676  -6.791  2.224  0.330
H  -8.545  -4.842  4.080  0.337
H  -6.364  -3.554  4.327  0.340
C  0.273  -0.275  -3.155  -0.539
O  -0.549  -0.113  -1.998  -0.322
C  -0.179  -0.865  -0.952  0.757
O  0.753  -1.628  -0.924  -0.551
O  -1.024  -0.619  0.054  -0.364
C  -0.748  -1.359  1.247  -0.586
H  -0.118  0.378  -3.934  0.209
H  1.301  0.020  -2.940  0.190
H  0.233  -1.304  -3.515  0.323
H  0.241  -1.106  1.635  0.349
H  -0.826  -2.424  1.062  0.387
H  -1.492  -1.082  1.991  0.233
C  3.879  -4.620  7.948  -0.647
O  2.818  -4.083  8.738  -0.287
C  1.593  -4.418  8.313  0.782
O  1.339  -5.108  7.358  -0.564
O  0.701  -3.854  9.134  -0.216
C  -0.660  -4.126  8.801  -0.657
H  4.818  -4.284  8.385  0.211
H  3.859  -5.711  7.967  0.293
H  3.821  -4.251  6.923  0.296
H  -0.863  -5.196  8.854  0.340
H  -0.899  -3.736  7.811  0.279
H  -1.286  -3.617  9.533  0.176
C  2.904  3.223  -7.707  -0.761
O  2.522  2.582  -6.489  -0.289
C  3.140  3.057  -5.400  0.696
O  3.957  3.943  -5.380  -0.546
O  2.691  2.373  -4.341  -0.205
C  3.267  2.772  -3.097  -0.649
H  2.342  2.761  -8.518  0.219
H  2.656  4.285  -7.677  0.347
H  3.968  3.081  -7.899  0.363
H  3.033  3.816  -2.883  0.290
H  4.346  2.612  -3.103  0.317
H  2.830  2.154  -2.315  0.204
C  6.809  5.157  -3.151  -0.571
O  6.429  4.518  -1.932  -0.216
C  7.048  4.991  -0.843  0.740
O  7.863  5.876  -0.821  -0.538
O  6.600  4.307  0.218  -0.308
C  7.178  4.708  1.459  -0.635
H  6.245  4.693  -3.959  0.109
H  6.559  6.219  -3.122  0.313
H  7.873  5.016  -3.345  0.316
H  6.945  5.752  1.673  0.292
H  8.257  4.548  1.451  0.290
H  6.742  4.089  2.242  0.219
C  -2.793  -0.405  -10.041  -0.638
O  -2.159  0.871  -9.954  -0.332
C  -1.668  1.158  -8.741  0.754
O  -1.723  0.450  -7.770  -0.533
O  -1.106  2.373  -8.799  -0.259
C  -0.536  2.815  -7.565  -0.821
H  -3.149  -0.527  -11.063  0.222
H  -2.082  -1.203  -9.824  0.295
H  -3.648  -0.457  -9.367  0.297
H  0.264  2.146  -7.249  0.459
H  -1.302  2.893  -6.793  0.366
H  -0.111  3.806  -7.729  0.206
C  1.300  -1.092  11.172  -0.528
O  0.831  0.245  10.992  -0.316
C  -0.174  0.358  10.116  0.778
O  -0.684  -0.544  9.502  -0.534
O  -0.515  1.651  10.042  -0.333
C  -1.585  1.923  9.137  -0.611
H  2.110  -1.065  11.899  0.248
H  0.506  -1.729  11.562  0.262
H  1.690  -1.493  10.235  0.240
H  -2.493  1.405  9.448  0.283
H  -1.310  1.641  8.120  0.287
H  -1.772  2.995  9.161  0.218
C  -1.364  9.417  -7.352  -0.624
O  -2.192  8.601  -8.181  -0.334
C  -1.648  7.422  -8.508  0.791
O  -0.563  7.024  -8.167  -0.539
O  -2.520  6.763  -9.280  -0.330
C  -2.066  5.478  -9.705  -0.398
H  -1.906  10.340  -7.154  0.218
H  -1.163  8.921  -6.402  0.292
H  -0.432  9.663  -7.863  0.289
H  -1.892  4.829  -8.848  0.079
H  -1.162  5.570  -10.309  0.289
H  -2.846  5.035  -10.321  0.262

Its SMILES is CCCOc1cnc2ccccc2n1.COC(=O)OC.COC(=O)OC.COC(=O)OC.COC(=O)OC.COC(=O)OC.COC(=O)OC.COC(=O)OC. Its charge is 0. Its frontier orbital gap is 8.37 eV. The total energy is -3016.48758 Eh. The LUMO energy comes out at -0.5 eV. As for the HOMO energy: -8.86 eV.

---

Record 7
ORCA calculation (ωB97M-V with the def2-TZVPD basis set) on a structure of composition C19H25AsBrF6N2O3Pt.

Each line ends with the Mulliken charge.
Atoms and positions in Å:
Pt  -0.146  -0.498  -0.243  1.281
N  1.050  1.639  -4.284  -0.050
C  2.296  0.981  -3.810  -1.000
C  2.237  0.620  -2.320  -0.204
N  1.452  -0.583  -2.006  -0.570
H  1.092  1.863  -5.286  0.429
H  0.870  2.519  -3.763  0.250
H  0.219  1.052  -4.102  0.186
H  3.123  1.678  -3.955  0.467
H  2.482  0.093  -4.419  0.372
H  1.815  1.477  -1.786  0.094
H  3.259  0.471  -1.963  0.510
H  2.041  -1.414  -1.995  0.242
H  0.704  -0.735  -2.684  0.256
C  6.086  -3.468  0.864  -1.542
C  4.998  -2.481  1.076  0.483
C  5.273  -1.119  1.196  -0.897
C  4.273  -0.180  1.418  0.978
C  4.652  1.258  1.508  -2.098
C  2.929  -0.613  1.523  0.867
C  1.903  0.358  1.816  -0.485
O  0.695  0.267  1.594  -0.555
C  2.628  -1.996  1.391  1.360
C  1.248  -2.516  1.551  -1.238
C  3.668  -2.894  1.172  -1.196
H  6.930  -3.026  0.339  0.409
H  5.730  -4.340  0.319  0.401
H  6.457  -3.821  1.829  0.316
H  6.294  -0.777  1.110  0.463
H  5.664  1.412  1.141  0.411
H  4.641  1.573  2.554  0.443
H  3.980  1.905  0.952  0.403
H  2.253  1.275  2.316  0.530
H  0.772  -2.160  2.466  0.421
H  1.235  -3.604  1.540  0.437
H  0.596  -2.165  0.697  -0.008
H  3.443  -3.949  1.110  0.433
Br  -3.812  -3.665  0.581  0.065
C  -4.614  -2.477  -0.654  0.221
C  -5.995  -2.461  -0.810  -0.499
C  -6.565  -1.555  -1.689  -0.495
C  -5.771  -0.675  -2.413  -0.751
C  -4.389  -0.713  -2.276  -0.388
C  -3.801  -1.619  -1.405  0.131
C  -2.347  -1.557  -1.135  1.429
O  -1.904  -1.949  -0.020  -0.471
O  -1.547  -1.076  -1.966  -0.672
H  -6.611  -3.150  -0.252  0.436
H  -7.640  -1.534  -1.800  0.415
H  -6.227  0.041  -3.076  0.433
H  -3.761  -0.015  -2.815  0.366
F  0.341  2.086  -0.299  -0.468
As  -1.199  2.570  -1.164  1.912
F  -0.648  1.227  -2.354  -0.474
F  -0.122  3.546  -2.224  -0.551
F  -2.520  2.784  -2.217  -0.430
F  -1.538  3.770  -0.061  -0.364
F  -1.975  1.259  -0.261  -0.446

Its charge is +2. Its frontier orbital gap (spin up / spin down) is 8.70 / 4.76 eV. The total energy is -6601.96688 Eh. The LUMO energy (spin up / spin down) comes out at -6.0 / -9.8 eV. As for the HOMO energy (spin up / spin down): -14.70 / -14.55 eV. As for the multiplicity: 4.

---

Record 8
ORCA calculation (ωB97M-V with the def2-TZVPD basis set) on an isolated molecule of C7H10.

Each line ends with the Mulliken charge.
Atoms and positions in Å:
C  -0.477  2.572  -0.956  0.291
C  -0.293  1.385  -1.051  -0.729
C  -0.241  -0.043  -1.221  -0.463
C  -0.735  -0.939  -0.098  0.103
C  -1.246  -0.362  1.205  -1.428
C  0.722  -0.921  -0.450  0.138
C  1.744  -0.299  0.467  -1.394
H  -0.677  3.615  -0.880  0.431
H  -0.484  -0.345  -2.237  0.326
H  -1.292  -1.805  -0.446  0.360
H  -2.314  -0.135  1.130  0.373
H  -1.106  -1.082  2.020  0.344
H  -0.737  0.565  1.485  0.293
H  1.084  -1.770  -1.026  0.383
H  1.896  -0.906  1.368  0.296
H  2.706  -0.254  -0.047  0.376
H  1.450  0.723  0.735  0.301

Its SMILES is C#C[C@@H]1[C@H](C)[C@@H]1C. Its charge is 0. Its frontier orbital gap is 10.33 eV. The total energy is -272.63059 Eh. The LUMO energy comes out at 1.1 eV. As for the HOMO energy: -9.24 eV.

---

> What is the charge in the fifth record?

0